Computed, not measured: a structure of composition C30H51AlBrCl4F20MgN3O8PS, with ωB97M-V/def2-TZVPD.

Geometry as XYZ:
```
121
C30H51AlBrCl4F20MgN3O8PS (ωB97M-V/def2-TZVPD)
C -2.44719 -2.99156 -2.82703
C -2.52893 -2.10358 -2.03465
C -2.42419 -0.99738 -1.05925
C -3.74344 -0.22393 -0.75564
C -3.77224 1.26886 -1.22322
C -3.47728 2.22639 -0.04851
C -3.47793 3.73583 -0.40290
C -2.18023 4.48350 0.03076
C -2.50151 5.41331 1.21445
C -1.28291 6.01161 1.90048
O -0.32579 6.50161 0.97674
C 0.97675 6.47217 1.52061
C 2.02074 6.96841 0.51741
C -2.98545 1.49740 -2.51090
N -1.62087 0.83176 -2.55939
C -1.49702 0.14848 -3.85789
C -1.44881 1.17617 -5.01107
N -2.56789 0.93292 -5.92245
C -1.31700 -0.00978 -1.39784
C 0.03278 -0.75593 -1.44983
C 1.23180 0.02902 -2.01658
C 1.85836 1.11607 -1.16616
F 2.76120 1.66166 -1.97936
F 0.82882 2.05519 -0.93428
C 2.64533 0.64622 0.15110
F 2.71424 -0.70205 0.09156
F 3.89291 1.10978 0.04334
C 2.18003 1.11023 1.57232
F 2.14650 2.40312 1.70456
F 0.75440 0.68389 1.76020
C 3.04648 0.53140 2.76720
F 4.02414 -0.27408 2.33678
F 3.65353 1.55684 3.37398
C 2.24428 -0.25228 3.83832
F 3.15001 -0.74658 4.69022
F 1.62009 -1.34010 3.30299
C 1.24350 0.59380 4.70983
F 1.52944 0.57620 5.98390
F 1.10242 1.84686 4.28845
F 0.01504 -0.00758 4.56527
H -2.62398 -3.91263 -3.33795
H -2.12546 -1.46185 -0.11027
H -3.91085 -0.28302 0.32376
H -4.59156 -0.71203 -1.22828
H -4.81281 1.45247 -1.49435
H -4.29663 2.07335 0.65935
H -2.55803 1.99102 0.50504
H -3.72527 3.94375 -1.44387
H -4.26403 4.20420 0.19200
H -1.74368 5.03577 -0.80136
H -1.40111 3.79457 0.38591
H -3.01907 4.81825 1.97424
H -3.16607 6.20674 0.86836
H -1.62235 6.87402 2.49198
H -0.79404 5.33028 2.61008
H 1.21276 5.42365 1.76034
H 1.06742 7.04208 2.45405
H 2.76575 6.18559 0.36336
H 2.48820 7.90541 0.81472
H 1.54403 7.15430 -0.44701
H -2.83647 2.54973 -2.75502
H -3.60526 1.09977 -3.31060
H -0.94277 1.59655 -2.54977
H -0.55624 -0.43325 -3.95189
H -2.36637 -0.54408 -4.03081
H -1.37060 2.21157 -4.65868
H -0.53602 0.99580 -5.59708
H -3.32292 0.43542 -5.45291
H -2.96947 1.79603 -6.26591
H -1.23764 0.67633 -0.54795
H -0.02299 -1.68367 -2.02412
H 0.24894 -1.07794 -0.42573
H 1.98745 -0.71490 -2.28091
H 0.99197 0.53124 -2.95555
F -3.81765 -0.83999 -3.65052
Mg -0.37568 -1.94628 -5.06663
C -1.84263 -1.46438 6.73540
C -2.05470 -2.89957 7.21144
C -2.87984 -3.76180 6.24359
O -4.26828 -3.49791 6.24196
C -4.66807 -2.36376 5.50339
N -2.64099 -2.86411 8.55164
H -2.71944 -0.83737 6.89366
H -1.02201 -1.00391 7.28767
H -1.58889 -1.43796 5.67242
H -1.06740 -3.36488 7.28659
H -2.78449 -4.80223 6.56056
H -2.47950 -3.70796 5.21943
H -4.05410 -2.22795 4.60494
H -4.63510 -1.46236 6.12029
H -5.70294 -2.51398 5.19751
H -2.67779 -3.80879 8.92347
H -3.61902 -2.60319 8.45411
C 2.03048 -5.04269 4.05895
O 1.46387 -4.25293 5.10592
H 2.20342 -6.04472 4.43774
H 1.33798 -5.09206 3.21270
H 2.98102 -4.61053 3.73799
H 1.31931 -3.37453 4.74942
F 2.39746 -1.11685 -7.53882
P 3.99027 -0.64869 -7.27511
F 4.69683 -0.63539 -5.77405
F 4.26847 -2.24893 -7.01077
F 3.15851 0.67276 -6.72682
F 4.18588 -1.00705 -8.86120
F 5.17305 0.42848 -7.68238
C 5.44462 -7.16074 4.16597
Cl 4.20466 -8.01776 3.23863
Cl 4.87285 -6.90323 5.81704
Cl 6.92277 -8.11721 4.19403
Cl 5.77420 -5.59448 3.40450
Br 2.00564 3.84754 -0.82830
O 2.28972 -3.12275 -8.44303
S 2.31566 -4.28742 -9.33980
O 1.18003 -5.13156 -8.97886
O 3.55306 -5.04373 -9.20914
O 2.21554 -3.78935 -10.70728
O 7.20938 0.16849 -9.65121
H 7.98875 0.22654 -9.09237
H 6.47067 0.13636 -9.02550
Al -0.71451 -0.51758 2.11409
```

Properties
LUMO energy: -7.989 eV
Gap between HOMO and LUMO: 1.98 eV
E: -259411.0159 eV
Net charge: +1

Computed, not measured: the molecule C30H51BCl2FNO5, with ωB97M-V/def2-TZVPD.

Geometry as XYZ:
```
91
C30H51BCl2FNO5 (ωB97M-V/def2-TZVPD)
C 12.47607 1.97436 1.26722
C 10.98739 1.74309 1.62742
C 10.13984 1.48892 0.37925
C 8.62095 1.63435 0.65117
C 7.88762 0.28296 0.70402
C 7.23400 -0.12006 -0.63394
C 5.70965 -0.24905 -0.56785
C 5.14727 -1.20019 -1.60775
C 3.62147 -1.40142 -1.48200
C 3.20756 -2.72702 -0.80348
C 2.38540 -2.55155 0.49118
C 0.94986 -3.07877 0.37013
C 0.16695 -2.26820 -0.65703
C -1.29429 -2.72949 -0.79516
C -2.27711 -1.97706 0.13546
C -3.59653 -1.59697 -0.59936
C -4.24690 -0.31351 -0.17065
C -4.08680 0.85472 -0.92510
C -3.28644 0.95992 -2.19837
Cl -1.56875 0.48399 -1.95262
C -3.93625 0.32689 -3.49180
C -3.00749 -0.50449 -4.35732
Cl -5.44193 -0.57572 -3.16900
C -4.71787 2.04448 -0.53945
B -4.67838 3.40997 -1.36972
O -5.58455 3.62324 -2.39046
O -3.74272 4.32330 -1.04603
C -5.46493 2.07413 0.63696
C -6.14293 3.36493 1.07258
O -5.65939 3.94155 2.04998
O -7.11462 3.65702 0.36350
C -5.61837 0.90006 1.38097
C -6.43100 0.97609 2.64143
C -7.92774 0.67170 2.35780
C -8.84908 1.83161 2.72981
O -10.10127 1.74198 2.05576
N -5.04603 -0.26638 0.94433
C -5.35737 -1.47227 1.72675
C -4.24035 -1.98988 2.62086
F -5.85015 -2.44660 0.88605
H 12.63621 1.86442 0.19843
H 12.76572 2.98952 1.52197
H 13.11968 1.27051 1.78434
H 10.60686 2.61018 2.15942
H 10.90963 0.86284 2.26157
H 10.44571 2.15746 -0.42296
H 10.32459 0.46647 0.04962
H 8.17232 2.28392 -0.09745
H 8.52127 2.12149 1.62036
H 7.13347 0.33703 1.48845
H 8.61380 -0.46927 1.00619
H 7.66420 -1.06416 -0.96811
H 7.51887 0.61729 -1.38289
H 5.43513 -0.55799 0.44168
H 5.27874 0.73895 -0.73488
H 5.36893 -0.79471 -2.59498
H 5.63778 -2.17091 -1.53802
H 3.20547 -0.55367 -0.93898
H 3.19764 -1.33709 -2.48302
H 2.64269 -3.29537 -1.53924
H 4.11232 -3.28656 -0.57982
H 2.90760 -3.06577 1.29418
H 2.31775 -1.48976 0.72015
H 1.00256 -4.12746 0.07335
H 0.46871 -3.03666 1.34881
H 0.64854 -2.43445 -1.61813
H 0.21153 -1.21550 -0.38844
H -1.59315 -2.65563 -1.84042
H -1.32937 -3.79017 -0.54932
H -1.76282 -1.09256 0.50097
H -2.48168 -2.66840 0.93736
H -3.33829 -1.55030 -1.64446
H -4.26073 -2.45011 -0.51305
H -3.16460 2.00342 -2.45679
H -4.23137 1.15941 -4.12234
H -2.17048 0.10721 -4.68001
H -2.64833 -1.39452 -3.85490
H -3.55095 -0.76475 -5.26138
H -5.58501 2.87419 -2.99504
H -3.77486 5.07341 -1.65195
H -6.29390 1.93999 3.11487
H -6.08157 0.25546 3.37707
H -8.23579 -0.19241 2.94618
H -8.07763 0.38918 1.31544
H -8.39135 2.79422 2.50843
H -9.09509 1.76657 3.78667
H -9.91785 1.57218 1.12739
H -6.19429 -1.24900 2.36475
H -3.37451 -1.34138 2.60483
H -4.60619 -2.04860 3.64089
H -3.97275 -2.99878 2.32775
```

Properties
LUMO energy: -0.678 eV
Gap between HOMO and LUMO: 7.59 eV
E: -72105.3079 eV